[1]
Density functional theory data (the ωB97M-V functional and the def2-TZVPD basis) for an isolated molecule of C17H19FN2O5S2.

Results
- charge = 0
- orbital gap (eV) = 9.464
- SMILES = O=S(=O)(NC[C@H]1CCCO1)c1ccc(NS(=O)(=O)c2ccc(F)cc2)cc1
- E_LUMO (eV) = 0.2
- highest occupied orbital energy (eV) = -9.30

XYZ file:
```
46
Properties=species:S:1:pos:R:3:forces:R:3:mulliken_charge:R:1
O -1.5199 -4.4740 -1.5622 0.255 0.068 0.205 -0.71
S -1.6933 -3.0591 -1.6876 0.468 -0.151 -0.197 1.31
O -2.8917 -2.5338 -2.2653 0.057 0.335 0.143 -0.69
N -0.4207 -2.5386 -2.6229 -0.571 -0.518 0.472 -0.23
C -0.3307 -1.1534 -2.9968 -0.067 0.802 0.101 -1.42
C 0.4573 -0.2789 -1.9988 -0.022 -0.451 0.095 1.89
C 1.9664 -0.5485 -2.0497 -0.267 0.162 0.094 -0.58
C 2.4366 0.3821 -3.1738 -0.104 0.039 -0.020 -0.73
C 1.3233 1.4427 -3.2601 0.204 0.242 -0.271 -0.54
O 0.3311 1.0948 -2.3051 -0.174 -0.004 0.004 -0.57
C -1.4644 -2.3104 -0.0746 -0.297 -0.237 -0.535 -0.37
C -0.3554 -2.6477 0.6810 0.054 0.016 0.095 -0.41
C -0.1644 -2.0642 1.9185 -0.058 -0.064 -0.141 -0.22
C -1.0949 -1.1415 2.4013 -0.081 -0.386 -0.791 0.17
N -0.8878 -0.5586 3.6489 0.660 0.320 0.821 -0.27
S 0.5317 0.3009 3.9686 -0.481 0.348 -0.172 1.19
O 0.4128 0.7579 5.3161 -0.269 0.158 -0.067 -0.69
O 1.6480 -0.5009 3.5842 -0.093 -0.043 -0.313 -0.62
C 0.3529 1.6822 2.8447 0.209 -0.536 0.558 -0.16
C -0.0747 2.9023 3.3317 -0.003 0.056 0.073 -0.39
C -0.3022 3.9428 2.4475 -0.006 -0.015 -0.204 -0.67
C -0.1145 3.7129 1.0932 0.037 -0.165 0.191 0.32
F -0.3506 4.7158 0.2326 0.015 -0.045 0.028 -0.32
C 0.3076 2.4900 0.5947 -0.076 0.216 0.044 -0.54
C 0.5513 1.4665 1.4938 0.071 0.056 -0.160 -0.30
C -2.2201 -0.8276 1.6384 0.212 -0.028 0.239 -0.76
C -2.4013 -1.4135 0.3987 -0.083 -0.051 -0.110 -0.28
H 0.4442 -3.0019 -2.4001 0.098 -0.262 0.064 0.32
H -1.3594 -0.7934 -3.0590 0.125 0.183 -0.154 0.47
H 0.1232 -1.0822 -3.9900 -0.094 0.011 0.000 0.31
H 0.0341 -0.4185 -0.9986 0.084 0.009 -0.119 -0.81
H 2.4232 -0.2655 -1.1010 0.011 -0.076 0.022 0.29
H 2.1961 -1.5925 -2.2503 0.099 -0.094 0.054 0.38
H 2.5242 -0.1576 -4.1155 0.052 0.016 -0.020 0.29
H 3.4012 0.8312 -2.9485 0.033 -0.034 -0.044 0.38
H 1.6752 2.4454 -3.0049 -0.021 -0.062 -0.076 0.34
H 0.8797 1.4767 -4.2618 0.054 0.032 0.079 0.29
H 0.3395 -3.3800 0.3011 0.165 -0.103 0.033 0.44
H 0.6970 -2.2980 2.5215 0.031 -0.130 0.012 0.53
H -1.6835 -0.0661 4.0272 -0.051 0.101 0.105 0.36
H -0.2124 3.0198 4.3947 -0.037 0.108 0.109 0.50
H -0.6257 4.9135 2.7880 -0.025 0.093 0.020 0.47
H 0.4172 2.3435 -0.4689 0.025 -0.023 -0.096 0.57
H 0.9006 0.5019 1.1633 0.058 -0.096 -0.170 0.59
H -2.9490 -0.1289 2.0223 -0.062 0.118 0.008 0.36
H -3.2575 -1.1873 -0.2164 -0.136 0.086 -0.010 0.53
```
Positions in Å, forces in eV/Å.

***

[2]
Density functional theory data (the ωB97M-V functional and the def2-TZVPD basis) for a structure of composition C17H19FN5ORuS.

Results
- charge = +1
- orbital gap (alpha / beta) (eV) = 8.368 / 7.259
- multiplicity = 5
- E_LUMO (alpha / beta) (eV) = -2.3 / -4.2
- highest occupied orbital energy (alpha / beta) (eV) = -10.69 / -11.48

XYZ file:
```
45
Properties=species:S:1:pos:R:3:forces:R:3:mulliken_charge:R:1
Ru -0.2319 -0.0910 -0.6691 -0.167 -0.188 -0.178 0.17
C 3.7964 1.7314 0.4571 0.009 0.004 -0.004 -1.74
C 2.3585 1.4313 0.2214 -0.038 0.034 -0.012 -1.21
N 1.9992 0.1555 -0.3332 0.076 -0.057 -0.026 1.95
N 2.6282 -0.8572 0.4761 -0.017 -0.019 0.094 -1.32
C 1.7938 -1.5868 1.1408 0.004 0.057 -0.054 0.63
N 2.2768 -2.4850 2.0196 0.041 -0.005 0.008 -0.44
S 0.0252 -1.5742 0.9904 0.021 0.061 -0.023 -0.35
C 1.3068 2.3198 0.5324 -0.042 0.021 0.008 1.20
C 1.5479 3.5877 1.0991 -0.005 -0.025 -0.010 -0.99
C 0.4879 4.4235 1.3708 -0.023 -0.012 -0.005 -0.36
C -0.8067 4.0028 1.0820 0.018 0.007 0.004 -0.93
C -0.9799 2.7436 0.5309 -0.004 0.022 0.011 -0.05
N 0.0287 1.9243 0.2613 0.107 0.083 0.100 0.35
H 4.4150 0.9209 0.0813 0.003 0.006 -0.016 0.37
H 4.0118 1.8441 1.5227 -0.013 -0.009 0.006 0.42
H 4.0908 2.6631 -0.0338 0.007 -0.004 -0.002 0.44
H 3.2732 -2.5871 2.1141 -0.003 -0.005 -0.001 0.24
H 1.6725 -3.1742 2.4275 -0.009 0.005 -0.001 0.20
H 2.5612 3.8901 1.3183 -0.001 0.005 0.005 0.43
H 0.6612 5.3978 1.8073 0.006 0.001 0.000 0.44
H -1.6637 4.6291 1.2800 -0.003 -0.002 0.000 0.42
H -1.9717 2.3767 0.2939 0.000 0.003 0.008 0.45
N -1.3448 0.9750 -4.5570 0.029 0.023 0.039 -0.36
C -1.2598 0.4895 -3.3249 -0.093 -0.041 -0.049 0.60
O -0.5047 1.0285 -2.4840 0.002 -0.043 0.062 -0.46
C -2.0967 -0.6814 -2.9091 0.029 0.029 -0.013 -0.64
C -1.3984 -1.4267 -1.7697 -0.004 0.060 0.035 -0.92
H -0.7960 1.7814 -4.8099 -0.002 -0.001 -0.006 0.27
H -1.9345 0.5484 -5.2498 -0.004 -0.005 0.003 0.21
H -2.3360 -1.3188 -3.7636 0.008 -0.009 0.006 0.43
H -3.0443 -0.2544 -2.5643 0.000 -0.002 0.001 0.30
H -0.7092 -2.1740 -2.1710 0.018 0.013 0.006 0.29
H -2.1136 -1.9523 -1.1391 -0.025 0.010 -0.020 0.55
F 2.6541 -0.5641 -5.7736 0.002 0.000 0.001 -0.35
C 2.5461 -0.3911 -4.4476 0.005 0.008 -0.003 0.31
C 2.3053 -1.4884 -3.6464 0.004 -0.014 -0.009 -0.75
C 2.1831 -1.3012 -2.2775 0.031 0.043 0.039 -0.36
C 2.2925 -0.0211 -1.7399 0.068 -0.017 -0.011 0.64
C 2.5584 1.0675 -2.5641 -0.007 -0.021 0.014 -0.21
C 2.6892 0.8829 -3.9286 -0.004 -0.003 0.000 -0.81
H 2.2333 -2.4719 -4.0901 -0.004 -0.002 0.005 0.47
H 2.0240 -2.1460 -1.6213 -0.009 -0.009 -0.010 0.51
H 2.6477 2.0628 -2.1495 -0.008 0.002 0.002 0.46
H 2.9061 1.7104 -4.5900 -0.002 -0.002 -0.003 0.48
```
Positions in Å, forces in eV/Å.

***

[3]
Density functional theory data (the ωB97M-V functional and the def2-TZVPD basis) for a cluster of 2 separate species, C17H19N in total.

Results
- charge = 0
- orbital gap (eV) = 8.757
- SMILES = Cc1c[nH]c2ccccc12.CCc1ccccc1
- E_LUMO (eV) = 0.9
- highest occupied orbital energy (eV) = -7.85

XYZ file:
```
37
Properties=species:S:1:pos:R:3:forces:R:3:mulliken_charge:R:1
C -2.0264 2.7989 1.4574 -1.425 0.048 -1.794 -1.43
C -1.2951 1.6205 1.9593 0.763 -1.255 0.619 0.30
C -1.5345 0.8297 3.0468 1.095 0.012 0.546 -0.67
N -0.4181 -0.0189 3.3279 -0.480 0.146 -0.586 -0.21
C 0.5113 0.2009 2.3276 -0.785 -0.572 -1.079 -0.51
C 1.7056 -0.4262 2.0331 1.204 -1.663 -0.286 -0.58
C 2.4511 -0.0549 0.9212 -1.127 1.060 -0.361 -0.65
C 1.9556 0.9474 0.0701 0.275 -0.435 1.505 -1.14
C 0.7372 1.5585 0.3647 1.477 0.759 -0.760 -0.26
C -0.0373 1.0953 1.4071 -0.043 1.704 1.134 1.54
H -2.4833 3.4469 2.2065 0.193 -0.217 0.096 0.36
H -2.8321 2.5091 0.7393 0.108 -0.061 0.699 0.27
H -1.4460 3.4125 0.7633 0.515 0.041 0.521 0.30
H -2.3629 0.7136 3.7311 -0.073 0.550 -0.075 0.45
H -0.0512 -0.0647 4.2657 -0.406 -0.317 0.140 0.29
H 2.0026 -1.3948 2.4420 -0.039 0.588 0.883 0.30
H 3.4437 -0.4001 0.6732 -0.092 -0.722 0.293 0.41
H 2.6476 1.1622 -0.7212 -0.284 1.030 -0.172 0.95
H 0.5958 2.5676 -0.0139 -0.718 -0.374 -0.699 0.27
C 1.5596 0.3968 -2.9495 -1.411 1.157 -1.376 -1.04
C 0.1269 -0.1555 -3.1708 -1.179 -0.352 1.802 -1.05
C -0.4418 -1.0209 -2.0179 1.792 -1.456 -1.021 0.70
C 0.2122 -2.2803 -1.9483 -0.131 0.355 1.939 -0.35
C -0.0514 -3.1249 -0.8701 -0.049 1.909 0.089 -0.65
C -0.9855 -2.7167 0.0956 -0.400 -1.634 0.062 -0.56
C -1.6797 -1.5326 0.0141 -0.266 0.478 -1.314 -0.40
C -1.4187 -0.7044 -1.0897 0.246 0.218 -0.361 -0.17
H 2.2060 0.1483 -3.7723 0.245 -0.360 -0.446 0.47
H 2.0313 0.0997 -2.0501 0.052 -0.376 0.583 0.19
H 1.4591 1.4982 -3.0158 0.405 -0.431 0.495 0.30
H -0.6359 0.6121 -3.2431 0.267 0.606 -0.635 0.40
H 0.0806 -0.7961 -4.0298 -0.017 -0.053 -0.663 0.40
H 1.0837 -2.4850 -2.5510 -0.110 -0.034 -0.477 0.32
H 0.6062 -3.9168 -0.5812 0.033 -0.830 -0.456 0.39
H -1.2433 -3.5304 0.7817 0.067 0.794 0.475 0.34
H -2.4787 -1.1946 0.6642 0.198 -0.439 0.327 0.40
H -1.9942 0.1997 -1.2670 0.101 0.123 0.354 0.32
```
Positions in Å, forces in eV/Å.

***

[4]
Density functional theory data (the ωB97M-V functional and the def2-TZVPD basis) for a cluster of 2 separate species, C17H19N in total.

Results
- charge = 0
- orbital gap (eV) = 8.711
- SMILES = CCc1c[nH]c2ccccc12.Cc1ccccc1
- E_LUMO (eV) = 0.8
- highest occupied orbital energy (eV) = -7.88

XYZ file:
```
37
Properties=species:S:1:pos:R:3:forces:R:3:mulliken_charge:R:1
C -3.4382 2.7340 -0.2623 0.445 -1.218 -0.086 -1.13
C -2.3687 1.7012 -0.7345 0.471 0.768 0.940 -0.69
C -1.3501 1.4014 0.3460 -0.271 0.375 -0.585 0.92
C -0.3341 2.2372 0.6750 -0.161 -0.479 0.704 -1.05
N 0.4130 1.6806 1.7175 1.154 0.824 -1.364 0.00
C 0.0183 0.3848 1.8705 -1.140 -0.519 0.762 -0.25
C 0.4592 -0.6133 2.7306 0.829 -0.294 0.577 -0.57
C -0.3466 -1.7047 2.9889 -0.378 0.674 -0.413 -0.65
C -1.6039 -1.7750 2.3663 -0.303 -0.481 0.456 -0.50
C -2.0821 -0.7861 1.5373 1.024 -0.665 -1.446 -0.52
C -1.1932 0.2351 1.1664 -0.489 0.304 0.566 0.55
H -4.3389 2.1678 -0.0211 -0.155 0.395 0.153 0.27
H -3.6454 3.4557 -1.0418 -0.171 0.187 -0.029 0.35
H -3.0434 3.2092 0.6314 -0.280 0.295 -0.011 0.35
H -2.8239 0.7835 -1.0747 -0.101 -0.204 -0.296 0.47
H -1.7829 2.1527 -1.5309 -0.135 -0.154 -0.423 0.22
H -0.0439 3.1872 0.2739 -0.069 0.293 -0.089 0.42
H 1.3518 2.0306 1.8341 0.037 -0.334 0.306 0.32
H 1.4521 -0.5590 3.1707 -0.175 0.172 0.194 0.37
H -0.0902 -2.4523 3.7285 0.306 -0.063 -0.258 0.41
H -2.1835 -2.6712 2.5453 -0.273 0.122 0.083 0.37
H -2.9807 -0.9263 0.9469 -0.224 0.054 0.357 0.32
C 1.4472 1.0389 -2.0409 0.259 -0.159 0.112 -1.02
C 1.8220 -0.4032 -1.7711 0.554 0.823 -0.573 0.89
C 2.6255 -0.6691 -0.6532 -0.379 0.000 -0.371 -0.42
C 2.9002 -1.9729 -0.3122 -0.057 -1.058 0.331 -0.29
C 2.4701 -3.0322 -1.1162 -0.584 0.521 0.081 -0.61
C 1.7855 -2.7408 -2.2763 -0.466 0.009 -0.726 -0.32
C 1.4805 -1.4254 -2.6347 0.422 -0.484 0.588 -0.63
H 0.7196 1.2006 -2.8334 -0.122 -0.369 -0.050 0.32
H 2.3287 1.6211 -2.3255 -0.010 0.050 0.245 0.39
H 1.0152 1.4105 -1.1127 0.103 0.355 -0.169 -0.09
H 3.0307 0.1738 -0.1056 -0.203 -0.089 0.311 0.36
H 3.3431 -2.2824 0.6288 0.369 0.531 -0.040 0.34
H 2.5590 -4.0520 -0.7796 0.267 -0.128 -0.023 0.37
H 1.3901 -3.5101 -2.9337 0.313 -0.185 0.157 0.34
H 1.0381 -1.2297 -3.5979 -0.408 0.133 0.029 0.37
```
Positions in Å, forces in eV/Å.

***

[5]
Density functional theory data (the ωB97M-V functional and the def2-TZVPD basis) for the ion C17H19N2 with charge +1.

Results
- charge = +1
- orbital gap (eV) = 8.609
- SMILES = Cc1ccc(N2C=[N+](C)c3ccc(C)cc3C2)cc1
- E_LUMO (eV) = -3.4
- highest occupied orbital energy (eV) = -12.05

XYZ file:
```
38
Properties=species:S:1:pos:R:3:forces:R:3:mulliken_charge:R:1
C -0.6469 -3.2234 5.3059 2.033 -1.161 -3.446 -1.37
C -0.2022 -2.6257 3.9435 -1.003 1.130 0.359 0.75
C 1.0063 -1.8984 3.8060 -0.745 -0.050 -1.859 -0.70
C 1.3118 -1.2062 2.6128 1.035 1.133 0.622 -0.38
C 0.4057 -1.2286 1.5632 0.756 0.737 0.810 -0.54
N 0.5118 -0.3617 0.4159 1.057 -0.801 -3.359 0.29
C 1.0725 -0.9355 -0.7520 1.222 0.210 2.971 0.08
N 1.1063 -0.3911 -1.9447 0.519 -2.803 1.258 0.10
C 1.9471 -1.0194 -3.0236 0.547 -0.513 -0.108 -0.96
C 0.3653 0.7479 -2.1042 1.199 1.289 -3.345 1.55
C 0.4690 1.3214 -3.3811 -0.457 0.727 -0.345 -0.68
C -0.1947 2.4814 -3.7051 0.474 -0.086 -1.251 -1.04
C -0.9547 3.0879 -2.7382 -2.038 1.588 2.524 0.76
C -1.7658 4.3681 -2.9569 0.139 -0.316 0.475 -1.38
C -1.0543 2.5170 -1.4486 0.501 -0.792 0.914 -1.16
C -0.2787 1.3830 -1.1090 -2.473 1.264 1.733 0.38
C -0.2644 0.9617 0.3705 4.068 -0.125 -1.564 -0.67
C -0.7601 -1.8895 1.7028 -2.685 -1.520 0.524 0.22
C -1.1426 -2.6022 2.8880 2.163 1.206 -0.508 -1.10
H -1.3136 -4.0174 5.0560 -0.513 -0.715 0.210 0.40
H 0.2414 -3.6171 5.7392 0.577 -0.593 0.678 0.40
H -1.0841 -2.5939 5.9774 -1.223 2.129 1.501 0.32
H 1.6917 -1.8440 4.6070 0.584 0.019 0.821 0.44
H 2.1781 -0.4688 2.5075 -1.005 -1.440 0.452 0.32
H 1.8031 -1.8124 -0.6155 -1.765 1.099 0.141 0.36
H 1.6169 -0.7450 -4.0577 0.491 -0.170 1.387 0.29
H 2.0262 -2.1259 -3.0146 -1.061 0.492 0.524 0.37
H 2.9865 -0.7827 -2.7722 -0.161 0.719 -0.663 0.43
H 1.1101 0.9576 -4.1672 -0.094 -0.340 0.259 0.14
H -0.0999 2.8574 -4.7634 -0.184 -0.128 1.449 0.36
H -1.1868 5.1082 -3.5021 -0.008 0.117 0.023 0.38
H -2.2243 4.8266 -2.0412 0.852 -0.582 -0.646 0.32
H -2.5988 4.0771 -3.5596 -0.680 0.051 -0.686 0.33
H -1.7042 2.8330 -0.5569 0.905 0.368 -1.911 0.27
H -1.1667 0.8696 0.8678 -2.068 -0.473 0.555 0.61
H 0.3205 1.7536 0.9330 -0.422 -1.036 -0.461 0.30
H -1.4138 -1.7317 0.8419 -0.411 -0.539 0.438 0.43
H -2.1139 -3.0309 3.0756 -0.127 -0.093 -0.476 0.40
```
Positions in Å, forces in eV/Å.

***

[6]
Density functional theory data (the ωB97M-V functional and the def2-TZVPD basis) for an isolated molecule of C17H19N3O2.

Results
- charge = 0
- orbital gap (eV) = 8.224
- SMILES = Cc1ccc(OCc2nc(C#N)c(N3CCCCC3)o2)cc1
- E_LUMO (eV) = 0.6
- highest occupied orbital energy (eV) = -7.59

XYZ file:
```
41
Properties=species:S:1:pos:R:3:forces:R:3:mulliken_charge:R:1
C 2.3407 3.9417 3.0068 -0.157 -0.409 -2.289 -1.58
C 1.3901 3.4697 1.7905 -1.662 5.404 9.953 1.07
C 0.0340 3.7317 1.7013 3.780 3.406 10.063 -0.21
C -0.7858 3.4593 0.7673 -10.705 3.281 2.295 -0.12
C -0.3867 2.8865 -0.2564 11.143 -5.142 -8.698 0.35
O -1.0900 2.5682 -1.3442 -1.432 0.358 -2.174 -0.57
C -0.4779 2.0570 -2.6923 -11.818 -6.106 5.854 -1.41
C -0.1798 0.7085 -2.3720 0.684 -4.932 1.856 0.67
N 0.8549 0.0423 -2.3425 6.583 2.729 -3.422 -0.44
C 1.0124 -1.2645 -2.1536 -7.814 1.772 1.860 -0.01
C 2.0777 -2.1358 -2.1770 -10.067 9.194 -0.921 0.14
N 2.8965 -2.8052 -2.0653 11.382 -9.462 1.133 -0.49
C -0.4732 -1.4504 -1.6687 4.218 0.479 -1.371 1.13
N -0.8879 -2.5674 -1.1525 -4.744 -0.024 1.523 -0.04
C -2.2954 -2.5330 -0.4064 -1.323 1.633 -18.309 -0.75
C -2.1036 -2.3948 0.8033 4.434 3.279 16.877 -0.01
C -1.3601 -3.4687 1.4531 4.011 -1.301 -5.693 -1.36
C 0.2273 -3.5862 0.6923 -7.940 -11.157 -3.769 -1.32
C -0.0651 -3.7315 -0.7759 -5.433 -0.291 -0.230 -1.11
O -1.1575 -0.2762 -1.7854 -0.661 -1.737 -0.094 -0.48
C 1.2107 2.6803 -0.2771 -2.568 -0.198 -0.856 -0.03
C 2.0881 3.0353 0.8938 -8.477 -4.063 -11.405 -1.27
H 1.8966 3.6258 3.8863 -0.082 -1.454 2.087 0.43
H 3.4422 3.7598 2.8155 -1.464 -0.872 0.411 0.28
H 2.4051 4.9666 3.1916 -0.575 2.246 -0.383 0.41
H -0.1477 4.2712 2.7638 -0.978 -1.063 -2.729 0.10
H -1.9622 3.7165 0.6965 2.661 -0.293 0.892 0.16
H 0.2409 2.5339 -2.9176 9.502 6.501 -3.358 0.72
H -1.3291 1.9556 -3.4010 0.394 1.282 0.546 0.33
H -2.7374 -1.5788 -0.8747 0.258 -1.374 0.574 0.26
H -2.8749 -3.3300 -0.9044 0.234 -0.190 0.952 0.34
H -2.9054 -2.2529 1.4489 -2.417 0.319 0.624 0.45
H -1.4676 -1.4685 1.2057 -1.201 -1.049 -1.739 0.13
H -1.0580 -3.4164 2.3651 1.339 1.466 6.041 0.62
H -1.7789 -4.3968 1.4225 -1.482 -2.754 -0.783 0.50
H 0.6576 -4.5625 0.9318 0.241 0.422 0.849 0.34
H 0.6012 -2.8600 1.0598 5.710 9.387 3.801 0.68
H 0.5144 -3.7390 -1.6048 3.354 -0.839 -1.497 0.97
H -0.8796 -4.7129 -1.0637 2.478 2.572 1.371 0.26
H 1.5858 2.2582 -1.2739 -0.133 0.623 1.875 0.17
H 2.9275 2.8634 0.6137 10.730 -1.644 -1.719 0.67
```
Positions in Å, forces in eV/Å.

***

Table of E_tot (eV), in record order: -55542.1750; -43563.4135; -19425.8417; -19427.0142; -20909.8949; -26485.8213
Table of ΔE to the lowest compared entry with this formula, charge and spin (eV), in record order: 0.000; 0.021; 2.061; 0.889; 2.164; 18.866
Table of strongest force on any atom (eV/Å), in record order: 1.10; 0.31; 2.52; 1.97; 4.36; 18.43